Below is 7 unconnected molecules or ions with the total composition C34H83Cl4N5 at a distorted geometry, with properties calculated with wB97M-V/def2-TZVPD.

Last column: Löwdin charge in e.
Geometry (Å):
Cl  3.398  6.167  0.289  0.622
Cl  6.495  4.755  -3.529  0.557
Cl  0.410  3.813  2.379  0.551
Cl  3.631  3.143  -3.760  0.637
N  -1.652  1.825  -5.682  -0.168
N  -4.666  4.448  2.513  -0.211
N  5.174  -4.293  -0.898  -0.126
N  -1.852  -4.787  4.717  -0.173
N  0.546  -0.010  0.287  -0.116
C  0.385  -1.377  2.346  -0.125
C  -2.634  0.560  -3.807  -0.054
C  -2.741  1.966  -6.649  -0.386
C  -5.983  4.205  1.801  -0.289
C  5.709  -3.667  0.249  -0.364
C  1.990  -0.273  -0.162  -0.248
C  -2.287  -7.048  3.988  -0.119
C  -1.673  -0.565  -0.500  -0.082
C  -0.275  2.102  -6.221  -0.231
C  4.613  3.371  -2.351  -0.732
C  -0.256  -0.957  -0.496  -0.257
C  1.757  4.237  1.212  -0.554
C  -3.646  3.404  2.489  -0.336
C  4.414  -3.299  -1.797  -0.222
C  -3.204  6.384  3.081  -0.054
C  -4.056  5.695  1.905  -0.242
C  -2.582  1.724  -7.958  -0.148
C  4.320  -3.830  -3.213  -0.060
C  -3.479  2.832  1.249  -0.126
C  5.207  4.772  -2.307  -0.683
C  2.186  5.750  1.500  -0.610
C  -2.077  -4.145  3.423  -0.167
C  4.260  -5.322  -0.464  -0.259
C  4.892  -2.795  0.951  -0.142
C  -7.025  5.074  2.469  -0.121
C  -3.220  -3.015  3.435  -0.001
C  0.800  2.195  -5.188  -0.128
C  5.030  -6.610  0.157  -0.083
C  0.539  -0.200  1.759  -0.341
C  -1.825  0.475  -5.134  -0.243
C  -1.185  -6.128  4.400  -0.207
C  2.346  0.391  -1.388  -0.084
C  -1.321  -4.005  5.648  -0.369
C  0.076  -3.955  5.873  -0.067
H  1.634  3.957  0.164  0.081
H  -6.686  5.236  3.592  0.106
H  -2.067  0.786  -3.002  0.010
H  0.155  -3.807  6.848  0.020
H  0.741  -4.752  5.602  0.077
H  0.983  1.411  -4.724  -0.022
H  5.374  -6.295  1.279  0.098
H  -0.255  3.210  -6.737  0.167
H  4.179  -2.156  0.466  0.070
H  0.096  1.375  -7.010  0.120
H  -3.689  5.604  0.851  0.113
H  5.839  -7.037  -0.510  0.071
H  -3.323  2.563  -8.464  0.154
H  -3.206  1.842  1.424  0.055
H  5.657  4.869  -1.214  0.106
H  5.179  -3.573  -3.566  0.001
H  -1.808  -4.334  6.363  0.042
H  -0.038  -0.697  -1.573  0.135
H  5.346  2.515  -2.295  0.092
H  -1.232  -3.501  3.171  0.087
H  -2.656  -6.972  2.967  0.061
H  -2.543  5.747  3.522  0.002
H  -2.183  -4.780  2.699  0.046
H  -4.126  2.957  0.397  0.087
H  -2.996  0.737  -7.997  0.072
H  0.674  -2.935  5.624  0.129
H  -0.067  -2.359  1.883  0.132
H  -0.089  -1.950  -0.235  0.087
H  3.418  -5.217  0.179  0.109
H  -1.811  1.654  -8.705  0.082
H  -0.777  0.007  -4.986  0.129
H  -4.944  6.310  1.650  0.077
H  -3.157  -2.508  2.521  0.052
H  1.715  2.733  -5.511  0.057
H  1.921  1.433  -1.335  0.114
H  -2.030  -3.089  5.758  0.175
H  2.481  5.856  2.470  0.041
H  -2.654  7.222  2.426  0.102
H  -1.917  -8.142  4.003  0.109
H  4.707  -3.426  1.795  0.090
H  -3.952  7.033  3.575  0.070
H  -4.339  2.759  3.015  0.108
H  1.981  -1.508  -0.128  0.159
H  2.647  -0.046  0.543  0.057
H  6.616  -2.817  -0.101  0.167
H  3.513  -3.087  -3.716  0.135
H  4.615  -2.256  -1.844  0.104
H  -0.492  -6.031  3.643  0.086
H  -3.147  -0.418  -3.475  0.103
H  3.953  -4.777  -3.370  0.045
H  -3.174  -6.773  4.440  0.050
H  -6.155  3.085  1.932  0.129
H  -5.900  4.221  0.733  0.087
H  0.554  3.011  -4.688  0.029
H  -2.217  -0.246  -5.820  0.094
H  1.961  -0.048  -2.196  0.033
H  -4.039  -3.424  3.567  -0.020
H  -2.007  -1.075  -1.206  -0.019
H  4.665  5.603  -2.367  -0.009
H  -0.286  0.471  2.016  0.107
H  -0.113  -1.332  3.159  0.018
H  5.333  -2.170  1.625  0.055
H  4.373  -7.566  0.256  0.078
H  1.097  0.650  2.149  0.121
H  -2.115  -0.876  0.498  0.101
H  1.403  -1.728  2.483  0.100
H  3.404  -3.246  -1.513  0.072
H  -2.479  3.288  0.848  0.108
H  -2.949  -2.289  4.150  0.052
H  1.428  6.431  1.404  0.029
H  3.875  -5.735  -1.231  0.025
H  -0.827  -6.685  5.318  0.140
H  -2.035  0.412  -0.604  0.065
H  -7.093  6.236  1.890  0.142
H  2.596  3.930  1.474  -0.046
H  -3.661  1.708  -6.132  0.130
H  3.311  0.471  -1.396  0.014
H  6.462  -4.347  0.732  0.127
H  -7.982  4.575  2.642  0.044
H  -2.989  3.637  3.326  0.126
H  3.968  3.284  -1.474  0.045
H  -2.691  3.085  -6.547  0.126
H  -3.496  1.086  -4.020  0.034

Forces on atoms 1 to 2 (eV/Å):
0.5 0.1 0.1
0.4 0.7 -0.1

Values from the calculation:
- energy above the lowest of the compared OMol25 structures with the same formula, charge and spin (kcal/mol) = 126.3
- electronic energy (eV) = -94119.318
- HOMO-LUMO gap (eV) = 8.53
- SMILES = CCN(CC)CC.CCN(CC)CC.CCN(CC)CC.CCN(CC)CC.CCN(CC)CC.ClCCCl.ClCCCl
- LUMO level (eV) = 0.41
- E_HOMO (eV) = -8.1